Record 1
The following is a quantum chemistry calculation of a molecular structure, C28H30N4O7P2RuSSi at a distorted geometry, from the OMol25 dataset.

Element x y z (Å)
Ru: 0.79707 -0.09200 -0.16959
N: 3.50653 2.23868 -2.74917
C: 2.85029 1.50127 -1.78503
S: 1.38010 0.70206 -2.29022
N: 3.31451 1.54756 -0.58405
N: 2.58183 0.75614 0.30338
C: 3.27357 0.28531 1.27811
C: 2.81789 -0.73771 2.20107
C: 3.78364 -1.50344 2.86054
C: 3.45589 -2.74084 3.38486
C: 2.16859 -3.22853 3.15847
C: 1.14556 -2.35008 2.85939
C: 1.45317 -1.11236 2.29472
O: 0.51016 -0.31622 1.82323
H: 3.32950 1.94821 -3.69601
H: 4.47127 2.43461 -2.53312
H: 4.31273 0.60294 1.32720
H: 4.80420 -1.13626 2.90468
H: 4.20488 -3.36454 3.85419
H: 1.89193 -4.13127 3.69344
H: 0.10370 -2.60924 3.00333
N: 0.19392 -5.01978 -1.92053
C: 0.17455 -4.12557 -0.67356
C: -0.52799 -4.89112 0.43367
P: -0.87621 -2.70612 -1.32119
O: -0.08310 -2.46010 -2.72621
O: -2.15430 -3.38013 -1.64434
O: -0.83352 -1.44941 -0.50309
P: 1.95136 -3.68176 -0.27280
O: 2.72440 -4.66458 -1.39937
O: 2.40530 -4.25657 1.01349
O: 2.07628 -2.27933 -0.75159
H: -0.50862 -5.74976 -1.83670
H: 1.14865 -5.39076 -2.02847
H: -0.02257 -4.43582 -2.73751
H: -1.51762 -5.20788 0.09725
H: -0.66675 -4.23019 1.28893
H: 0.06698 -5.74392 0.76763
H: 0.70511 -1.90420 -2.57960
H: 3.25627 -5.26942 -0.86776
C: -4.53006 0.56759 2.58304
C: -4.70104 0.89395 1.24736
C: -3.59692 1.18885 0.45531
C: -2.29794 1.16219 0.96825
C: -2.15049 0.83092 2.32045
C: -3.24824 0.53996 3.11741
Si: -0.80188 1.61365 -0.12252
C: -1.59933 1.96854 -1.81114
C: -1.96514 0.91827 -2.65916
C: -2.59037 1.15367 -3.87384
C: -2.86351 2.45580 -4.27555
C: -2.51036 3.51222 -3.45019
C: -1.88821 3.26678 -2.23071
C: -0.24015 3.30829 0.52499
C: -1.00750 4.03627 1.43764
C: -0.61773 5.29876 1.86881
C: 0.55554 5.86503 1.39273
C: 1.33371 5.16017 0.48410
C: 0.93739 3.89993 0.05943
H: -5.38743 0.33391 3.20374
H: -5.69470 0.91728 0.81501
H: -3.75776 1.44061 -0.58594
H: -1.15901 0.78447 2.74819
H: -3.10093 0.28342 4.16041
H: -1.76082 -0.10236 -2.35862
H: -2.86306 0.31865 -4.50839
H: -3.34791 2.64385 -5.22665
H: -2.71805 4.53186 -3.75420
H: -1.61803 4.10563 -1.59867
H: -1.92736 3.60986 1.82058
H: -1.23260 5.83904 2.57943
H: 0.86362 6.84803 1.72945
H: 2.25485 5.58902 0.10724
H: 1.56225 3.36801 -0.64563

## Properties
Frontier orbital gap (alpha / beta), eV: 6.801 / 6.621
Energy relative to the best compared isomer or geometry (same formula, charge and spin), kJ/mol: 0.0
DFT total energy, a.u.: -3296.32967
Total charge: -1
2S+1: 2
HOMO (alpha / beta), eV: -4.543 / -4.363
LUMO (alpha / beta), eV: 2.3 / 2.3

Record 2
The following is a quantum chemistry calculation of a molecular structure, C28H30N7PbSSb at a distorted geometry, from the OMol25 dataset.

Element x y z (Å)
Pb: -0.14874 1.02293 -1.59560
C: -0.11742 6.81858 -2.02716
N: -0.08075 5.60756 -1.19705
C: -0.00733 5.76156 0.24765
C: -0.17686 4.36212 -1.72564
N: -0.21132 3.26916 -0.98180
N: -0.19147 4.30225 -3.11623
C: -0.74247 3.34361 -3.94988
N: -0.95069 3.75837 -5.21782
N: -1.03177 2.13753 -3.53796
H: -0.17087 7.68718 -1.34989
H: -1.03670 6.85058 -2.65544
H: 0.77618 6.91431 -2.64427
H: 0.19171 6.82450 0.48427
H: 0.77596 5.12865 0.69563
H: -0.97699 5.49447 0.70690
H: -0.15225 3.45617 0.01746
H: -0.11381 5.20238 -3.58062
H: -0.75406 4.71610 -5.48923
H: -1.33791 3.12186 -5.89573
H: -1.38406 1.52522 -4.25584
S: -2.17417 0.33975 0.02355
Sb: -1.39137 -1.62265 1.00981
C: -2.91333 -2.87234 1.81929
C: -3.78735 -2.38611 2.77690
C: -4.69271 -3.25078 3.38524
C: -4.73269 -4.58750 3.04869
C: -3.86935 -5.05551 2.07224
C: -2.96396 -4.20634 1.44687
C: -0.53817 -2.79304 -0.57437
C: -1.31434 -2.98259 -1.70839
C: -0.81723 -3.69894 -2.78065
C: 0.46166 -4.23211 -2.74525
C: 1.19788 -4.10995 -1.58533
C: 0.68660 -3.41249 -0.49629
C: -0.08876 -0.88834 2.53818
C: 1.21171 -1.35253 2.72268
C: 2.02001 -0.71498 3.66711
C: 1.53353 0.31666 4.45379
C: 0.21900 0.71958 4.28684
C: -0.58874 0.12737 3.31956
H: -3.78110 -1.33797 3.06203
H: -5.40012 -2.83069 4.10522
H: -5.46827 -5.23120 3.49757
H: -3.90576 -6.09322 1.74333
H: -2.29043 -4.60388 0.67428
H: -2.30609 -2.54413 -1.81709
H: -1.40879 -3.79693 -3.68209
H: 0.87089 -4.70585 -3.62068
H: 2.18506 -4.54683 -1.50481
H: 1.30245 -3.31656 0.38965
H: 1.64398 -2.09076 2.05723
H: 3.04032 -1.04455 3.76969
H: 2.17993 0.84270 5.15255
H: -0.18161 1.52212 4.88982
H: -1.59592 0.52520 3.14358
N: 6.67820 -2.60131 0.68169
C: 5.71665 -2.03253 0.41185
C: 4.53379 -1.33097 0.05376
C: 3.78799 -1.71546 -1.06771
C: 2.61615 -1.02020 -1.34188
N: 2.15367 -0.07169 -0.53665
C: 2.86027 0.32198 0.52457
C: 4.06564 -0.28000 0.85638
H: 4.07190 -2.53938 -1.70238
H: 1.97373 -1.26771 -2.19592
H: 2.42894 1.12700 1.10656
H: 4.61188 0.02053 1.73719

## Properties
Frontier orbital gap, eV: 8.606
Energy relative to the best compared isomer or geometry (same formula, charge and spin), kJ/mol: 0.0
DFT total energy, a.u.: -2299.07568
Total charge: +2
HOMO, eV: -13.684
LUMO, eV: -5.1